Density functional theory data (ωB97M-V/def2-TZVPD) for a structure of composition C24H34BN7Pd.

Atoms and positions in Å:
N  -1.287  0.923  1.341
H  -3.153  3.393  -1.303
C  0.589  2.470  -2.317
C  -2.002  1.462  2.311
C  2.335  -2.723  1.294
C  -3.053  2.224  1.775
H  -0.366  -0.640  -4.068
H  -2.313  -4.457  0.203
H  -2.560  -3.256  -2.701
C  3.338  -1.630  1.254
N  2.664  -0.350  0.899
H  3.367  3.542  0.657
C  3.144  0.096  -0.418
H  2.921  -0.675  -1.156
H  2.659  1.014  -0.715
C  -2.143  -2.495  -2.059
H  -1.859  -1.450  -4.543
C  -1.599  -1.296  -2.445
C  2.318  3.849  0.614
C  -3.744  2.722  -0.677
H  -4.176  1.961  -1.328
B  -1.219  0.951  -1.188
H  -0.982  2.449  -3.782
H  -1.900  1.396  -2.072
H  -2.804  -3.127  1.272
C  -1.423  -0.759  -3.824
H  3.701  -4.368  1.142
H  2.709  0.263  2.912
C  0.392  -4.624  1.803
C  1.550  3.109  -0.436
H  2.301  4.918  0.402
H  3.777  -1.508  2.246
N  0.177  1.680  -1.291
H  -4.555  3.295  -0.230
H  -2.391  1.656  4.404
C  2.669  -4.073  1.298
H  2.324  1.541  1.754
Pd  0.515  -0.525  1.004
C  1.013  -2.323  1.446
H  -1.903  0.213  -3.942
H  -3.816  -3.584  -0.083
C  -1.647  1.216  3.743
H  4.003  0.967  1.911
H  1.997  4.163  -2.362
H  -0.676  1.654  3.984
H  -3.807  2.779  2.309
N  -1.222  -0.623  -1.332
C  1.692  -5.030  1.531
H  4.228  0.251  -0.374
C  -2.780  -3.472  0.242
H  1.872  3.692  1.596
N  -1.845  1.326  0.166
H  -0.949  -2.962  1.978
C  -2.915  2.111  0.406
N  0.781  2.076  -0.133
C  -2.099  -2.485  -0.654
H  4.165  -1.844  0.575
C  0.055  -3.277  1.752
C  0.101  2.336  -3.721
H  -1.589  0.148  3.953
H  -0.372  -5.356  2.038
C  1.483  3.388  -1.814
H  1.948  -6.081  1.523
C  2.946  0.671  1.932
H  0.356  1.365  -4.146
N  -1.504  -1.383  -0.218
H  0.564  3.105  -4.337

Forces on atoms 1 to 6 (eV/Å):
-0.152 0.199 -0.298
0.001 -0.007 0.020
-0.060 -0.128 -0.023
0.012 -0.081 0.153
0.050 -0.089 0.054
0.023 0.004 0.064

**Charge**: 0
**Multiplicity**: 1
**Orbital gap**: 8.36 eV
**Molecular weight**: 537.8 g/mol
**E_HOMO**: -8.14 eV